Arrangement P

Entry from the Open Molecules 2025 dataset: an isolated molecule of C4H6O (ωB97M-V with the def2-TZVPD basis set).

CARTESIAN COORDINATES (ANGSTROEM)
1 C -1.248 -1.028 0.324
2 C -0.283 -0.196 0.673
3 C 0.100 0.860 -0.325
4 C 1.463 0.325 -0.549
5 O 2.457 0.644 0.056
6 H -1.944 -1.357 1.069
7 H -1.460 -1.214 -0.728
8 H 0.119 -0.082 1.681
9 H -0.043 1.812 0.196
10 H -0.561 0.817 -1.202
11 H 1.402 -0.581 -1.195

Computed properties:
LUMO = 0.80 eV
net charge = 0
SMILES string = C=CCC=O
orbital gap = 10.218 eV

These are the Mulliken partial charges, in e, on atoms 1 to 4: C -0.63; C -0.27; C -0.42; C 0.08



Arrangement Q

Entry from the Open Molecules 2025 dataset: an isolated molecule of C4H6O (ωB97M-V with the def2-TZVPD basis set).

CARTESIAN COORDINATES (ANGSTROEM)
1 O 2.478 -0.636 0.019
2 C 1.377 -0.466 0.477
3 C 0.435 0.321 -0.289
4 C -0.851 0.850 0.189
5 C -0.865 -0.510 -0.403
6 H 1.017 -0.947 1.417
7 H 0.955 0.815 -1.115
8 H -0.993 0.939 1.249
9 H -1.215 1.655 -0.430
10 H -1.097 -1.348 0.279
11 H -1.240 -0.673 -1.393

Computed properties:
LUMO = 1.09 eV
net charge = 0
SMILES string = O=CC1CC1
orbital gap = 10.780 eV

These are the Mulliken partial charges, in e, on atoms 1 to 4: O -0.50; C -0.16; C 0.11; C -0.47



Arrangement R

Entry from the Open Molecules 2025 dataset: a cluster of 2 separate species, C4H6O in total (ωB97M-V with the def2-TZVPD basis set).

CARTESIAN COORDINATES (ANGSTROEM)
1 C 0.987 -0.218 0.655
2 C 1.836 0.750 0.585
3 C 0.531 0.918 -0.200
4 H 0.658 -1.182 1.001
5 H 2.786 1.208 0.845
6 H 0.550 0.838 -1.294
7 H -0.219 1.631 0.161
8 C -1.774 -0.976 -0.438
9 O -1.609 -1.842 0.383
10 H -1.361 -1.051 -1.460
11 H -2.386 -0.077 -0.236

Computed properties:
LUMO = 0.91 eV
net charge = 0
SMILES string = C1=CC1.C=O
orbital gap = 10.567 eV

These are the Mulliken partial charges, in e, on atoms 1 to 4: C -0.08; C -0.34; C -0.77; H 0.37



Most stable of them? arrangement Q.



Arrangement P

Entry from the Open Molecules 2025 dataset: a structure of composition C4H12NO2 (ωB97M-V with the def2-TZVPD basis set).

CARTESIAN COORDINATES (ANGSTROEM)
1 C -0.960 -0.693 -1.258
2 O 0.088 -1.231 -1.957
3 C -0.517 -0.256 0.129
4 C 0.602 0.704 0.102
5 C 0.747 1.461 1.404
6 N -0.594 1.928 1.631
7 H -1.311 0.289 -1.741
8 H -1.805 -1.379 -1.310
9 H -1.382 0.265 0.621
10 H -0.343 -1.173 0.705
11 H 1.539 0.322 -0.312
12 H 0.353 1.561 -0.560
13 H 1.396 2.325 1.140
14 H 1.130 0.763 2.159
15 H -1.198 1.596 -0.292
16 H -0.668 2.442 2.508
17 H 1.674 -3.524 -0.782
18 H 0.424 -2.283 -1.490
19 O 0.824 -3.117 -0.698

Computed properties:
LUMO = 2.41 eV
net charge = -1
orbital gap = 6.312 eV

These are the Mulliken partial charges, in e, on atoms 1 to 4: C -0.45; O -0.72; C -0.95; C -0.87



Arrangement Q

Entry from the Open Molecules 2025 dataset: a cluster of 2 separate species, C4H12NO2 in total (ωB97M-V with the def2-TZVPD basis set).

CARTESIAN COORDINATES (ANGSTROEM)
1 C -0.147 -0.271 -0.964
2 N 0.159 -1.386 -0.063
3 C 1.630 -1.651 -0.068
4 O 2.381 -0.695 0.511
5 C -1.570 0.264 -0.759
6 C -1.700 1.749 -0.418
7 H 0.564 0.553 -0.784
8 H -0.001 -0.666 -1.971
9 H -0.010 -1.069 0.888
10 H 1.762 -2.636 0.424
11 H 1.863 -1.823 -1.144
12 H -1.967 -0.317 0.078
13 H -2.206 0.067 -1.624
14 H -1.472 2.456 -1.219
15 H -2.752 1.916 -0.169
16 H -1.090 1.968 0.460
17 H 1.109 1.185 2.491
18 H 1.820 -0.032 1.689
19 O 1.629 0.388 2.641

Computed properties:
LUMO = 3.79 eV
net charge = -1
orbital gap = 7.136 eV

These are the Mulliken partial charges, in e, on atoms 1 to 4: C -0.48; N -0.60; C -0.40; O -0.84



Arrangement R

Entry from the Open Molecules 2025 dataset: a cluster of 2 separate species, C4H12NO2 in total (ωB97M-V with the def2-TZVPD basis set).

CARTESIAN COORDINATES (ANGSTROEM)
1 C 1.288 -0.053 -0.514
2 O 0.368 0.046 -1.531
3 C 0.647 -0.646 0.817
4 C 0.108 0.476 1.662
5 C -1.047 1.218 0.913
6 N -2.251 0.410 0.804
7 H 1.805 0.875 -0.186
8 H 2.161 -0.634 -0.887
9 H 1.621 -0.994 1.209
10 H 0.100 -1.576 0.654
11 H 0.774 1.266 2.031
12 H -0.346 0.040 2.559
13 H -1.227 2.138 1.534
14 H -0.663 1.389 -0.110
15 H -2.207 -0.270 0.053
16 H -2.357 -0.171 1.633
17 H 0.397 -0.965 -2.722
18 H 0.477 -1.011 -4.349
19 O 0.351 -1.538 -3.568

Computed properties:
LUMO = 4.13 eV
net charge = -1
orbital gap = 7.322 eV

These are the Mulliken partial charges, in e, on atoms 1 to 4: C -0.68; O -0.98; C -0.45; C -0.65



Arrangement S

Entry from the Open Molecules 2025 dataset: a cluster of 2 separate species, C4H12NO2 in total (ωB97M-V with the def2-TZVPD basis set).

CARTESIAN COORDINATES (ANGSTROEM)
1 C -0.017 -0.005 -1.555
2 C -0.102 1.392 -0.891
3 N -0.481 1.608 0.476
4 C 0.314 1.032 1.542
5 C 0.277 -0.546 1.539
6 O -0.923 -1.048 1.202
7 H 0.412 -0.669 -0.830
8 H -0.987 -0.165 -2.010
9 H 0.791 0.110 -2.284
10 H -0.711 2.059 -1.518
11 H 0.871 1.904 -0.991
12 H -1.450 1.425 0.690
13 H 1.376 1.242 1.352
14 H -0.068 1.356 2.506
15 H 0.627 -0.902 2.544
16 H 1.081 -0.893 0.815
17 H 0.346 -2.664 -0.430
18 H -1.032 -2.297 -1.100
19 O -0.323 -2.938 -1.058

Computed properties:
LUMO = 4.23 eV
net charge = -1
orbital gap = 6.895 eV

These are the Mulliken partial charges, in e, on atoms 1 to 4: C -0.31; C -0.77; N -0.28; C -0.72



Most stable of them? arrangement Q.



Arrangement P

Entry from the Open Molecules 2025 dataset: a cluster of 2 separate species, C4H12NO2 in total (ωB97M-V with the def2-TZVPD basis set).

CARTESIAN COORDINATES (ANGSTROEM)
1 C -0.114 1.814 -0.635
2 C -0.102 1.125 0.737
3 N 0.947 0.204 1.053
4 C 0.904 -1.127 0.438
5 C 1.291 -1.137 -1.091
6 O 2.411 -0.457 -1.300
7 H -1.053 2.355 -0.783
8 H -0.022 1.141 -1.480
9 H 0.728 2.506 -0.700
10 H -0.172 1.944 1.473
11 H -1.046 0.577 0.851
12 H 1.866 0.569 0.809
13 H -0.103 -1.545 0.572
14 H 1.728 -1.677 0.888
15 H 1.345 -2.238 -1.334
16 H 0.389 -0.759 -1.648
17 H -3.448 -0.522 0.978
18 H -2.295 -1.362 0.509
19 O -3.252 -1.409 0.664

Computed properties:
LUMO = 3.57 eV
net charge = -1
orbital gap = 6.124 eV

These are the Mulliken partial charges, in e, on atoms 1 to 4: C -0.97; C 0.02; N -0.34; C -0.47



Arrangement Q

Entry from the Open Molecules 2025 dataset: a cluster of 2 separate species, C4H12NO2 in total (ωB97M-V with the def2-TZVPD basis set).

CARTESIAN COORDINATES (ANGSTROEM)
1 C -1.022 -1.574 -1.353
2 C 0.078 -0.677 -0.880
3 C 0.153 -0.830 0.585
4 C 1.441 0.132 1.043
5 O 1.127 1.202 1.671
6 N -0.158 0.708 -1.379
7 H -1.088 -1.171 -2.430
8 H -1.974 -1.376 -1.174
9 H -0.813 -2.612 -1.399
10 H 1.116 -0.912 -1.457
11 H 0.455 -1.805 0.965
12 H -0.764 -0.454 1.033
13 H 2.013 0.325 -0.058
14 H 2.014 -0.573 1.820
15 H 0.603 1.358 -1.009
16 H -0.923 1.204 -1.096
17 H -1.324 2.293 2.234
18 H -0.015 2.036 1.464
19 O -0.917 2.728 1.418

Computed properties:
LUMO = 4.00 eV
net charge = -1
orbital gap = 7.362 eV

These are the Mulliken partial charges, in e, on atoms 1 to 4: C -1.69; C 0.23; C -0.46; C -0.44



Arrangement R

Entry from the Open Molecules 2025 dataset: a structure of composition C4H12NO2 (ωB97M-V with the def2-TZVPD basis set).

CARTESIAN COORDINATES (ANGSTROEM)
1 C -1.849 1.923 -1.317
2 C -1.444 0.383 -1.785
3 N -0.283 -0.184 -1.102
4 C -0.340 -0.296 0.361
5 C 0.842 -1.321 0.820
6 O 1.016 -1.441 2.131
7 H -2.725 2.273 -1.657
8 H -1.876 1.893 -0.237
9 H -0.946 2.431 -1.475
10 H -1.000 0.279 -2.857
11 H -2.534 -0.003 -1.792
12 H 0.650 0.274 -1.405
13 H -0.033 0.658 0.862
14 H -1.205 -0.665 0.842
15 H 1.685 -0.819 0.334
16 H 0.750 -2.339 0.361
17 H 2.243 -1.276 2.380
18 H 3.547 -0.828 3.226
19 O 3.499 -0.942 2.310

Computed properties:
LUMO = 3.51 eV
net charge = -1
orbital gap = 7.201 eV

These are the Mulliken partial charges, in e, on atoms 1 to 4: C -1.19; C -0.43; N -0.32; C -0.51



Most stable of them? arrangement P.



Arrangement P

Entry from the Open Molecules 2025 dataset: a cluster of 9 separate species, H18O9 in total (ωB97M-V with the def2-TZVPD basis set).

CARTESIAN COORDINATES (ANGSTROEM)
1 O 14.342 -4.056 3.329
2 H 15.023 -3.854 2.681
3 H 13.753 -3.293 3.317
4 O 19.586 -6.493 5.109
5 H 19.859 -7.216 5.680
6 H 18.849 -6.071 5.574
7 O 16.994 -5.329 5.697
8 H 16.393 -6.081 5.782
9 H 16.554 -4.735 5.081
10 O 14.092 -4.034 6.094
11 H 13.286 -4.484 6.368
12 H 14.244 -4.342 5.184
13 O 19.235 -3.943 3.137
14 H 18.408 -3.583 2.804
15 H 19.683 -3.194 3.542
16 O 16.314 -8.052 6.188
17 H 16.374 -8.998 6.026
18 H 16.620 -7.925 7.094
19 O 15.332 -5.805 8.440
20 H 14.751 -6.551 8.614
21 H 14.835 -5.246 7.827
22 O 18.143 -3.016 6.973
23 H 18.890 -2.759 6.427
24 H 17.699 -3.720 6.477
25 O 13.755 -7.945 4.690
26 H 14.660 -7.725 4.945
27 H 13.516 -8.679 5.263

Computed properties:
LUMO = -0.03 eV
net charge = 0
SMILES string = O.O.O.O.O.O.O.O.O
orbital gap = 10.503 eV

These are the Mulliken partial charges, in e, on atoms 1 to 4: O -0.67; H 0.31; H 0.32; O -0.61



Arrangement Q

Entry from the Open Molecules 2025 dataset: a cluster of 9 separate species, H18O9 in total (ωB97M-V with the def2-TZVPD basis set).

CARTESIAN COORDINATES (ANGSTROEM)
1 O 0.123 -2.084 -2.098
2 H -0.457 -2.839 -2.414
3 H -0.414 -1.843 -1.375
4 O -0.454 2.230 -1.944
5 H -0.241 1.951 -0.935
6 H -0.376 3.246 -2.371
7 O 0.278 0.794 0.562
8 H 0.323 -0.097 0.498
9 H -0.187 0.883 1.310
10 O -1.416 3.086 1.202
11 H -0.531 3.491 1.435
12 H -1.624 3.529 0.305
13 O -1.792 0.376 1.852
14 H -2.152 1.157 1.655
15 H -1.353 0.014 0.940
16 O 0.282 -3.195 0.347
17 H 0.546 -3.659 -0.466
18 H 0.739 -2.410 0.346
19 O 2.855 1.559 0.647
20 H 3.336 1.291 -0.117
21 H 1.877 1.158 0.532
22 O -1.692 -1.147 -0.642
23 H -2.113 -2.002 -0.415
24 H -1.727 -0.589 -1.294
25 O 1.764 -1.479 0.587
26 H 2.632 -1.729 0.304
27 H 1.787 -1.686 1.553

Computed properties:
LUMO = 0.21 eV
net charge = 0
SMILES string = O.O.O.O.O.O.O.O.O
orbital gap = 10.684 eV

These are the Mulliken partial charges, in e, on atoms 1 to 4: O -0.65; H 0.33; H 0.37; O -0.69



Most stable of them? arrangement P.



Arrangement P

Entry from the Open Molecules 2025 dataset: a cluster of 9 separate species, H18O9 in total (ωB97M-V with the def2-TZVPD basis set).

CARTESIAN COORDINATES (ANGSTROEM)
1 O 0.410 -0.320 -0.976
2 H 0.392 -1.004 -0.297
3 H 1.242 -0.471 -1.438
4 O 3.403 -3.776 2.535
5 H 2.491 -3.504 2.688
6 H 3.333 -4.707 2.295
7 O -0.998 3.173 0.918
8 H -1.428 2.892 1.733
9 H -1.380 4.039 0.736
10 O -2.252 3.191 -3.011
11 H -1.945 3.572 -3.841
12 H -1.455 2.822 -2.613
13 O -3.164 0.764 -1.279
14 H -2.574 1.411 -1.681
15 H -2.650 -0.051 -1.274
16 O 3.139 0.218 -0.519
17 H 3.010 0.262 -1.473
18 H 2.351 0.640 -0.157
19 O 3.021 -3.103 -1.924
20 H 2.157 -2.923 -2.312
21 H 3.643 -2.901 -2.633
22 O -2.434 1.221 1.361
23 H -3.003 0.500 1.068
24 H -1.873 0.818 2.033
25 O -1.055 -1.207 2.945
26 H -1.925 -1.616 2.870
27 H -0.945 -1.062 3.891

Computed properties:
LUMO = 0.11 eV
net charge = 0
SMILES string = O.O.O.O.O.O.O.O.O
orbital gap = 10.493 eV

These are the Mulliken partial charges, in e, on atoms 1 to 4: O -0.60; H 0.31; H 0.27; O -0.63



Arrangement Q

Entry from the Open Molecules 2025 dataset: a cluster of 9 separate species, H18O9 in total (ωB97M-V with the def2-TZVPD basis set).

CARTESIAN COORDINATES (ANGSTROEM)
1 O 11.470 9.685 15.027
2 H 12.278 9.876 15.503
3 H 11.449 8.730 14.963
4 O 7.537 7.264 14.131
5 H 7.721 7.926 14.798
6 H 8.284 7.310 13.535
7 O 7.431 5.724 11.710
8 H 6.939 6.027 12.474
9 H 8.330 6.008 11.876
10 O 10.542 4.933 9.277
11 H 11.055 5.161 10.052
12 H 11.184 4.586 8.657
13 O 12.290 6.608 14.536
14 H 11.933 5.753 14.296
15 H 13.231 6.528 14.379
16 O 11.790 9.205 10.543
17 H 11.102 8.915 9.944
18 H 11.322 9.488 11.328
19 O 9.848 7.215 12.709
20 H 10.134 8.119 12.843
21 H 10.550 6.816 12.194
22 O 12.058 6.010 11.456
23 H 12.921 6.408 11.338
24 H 12.210 5.284 12.061
25 O 10.156 9.939 12.700
26 H 10.615 9.922 13.540
27 H 9.523 10.652 12.786

Computed properties:
LUMO = -0.41 eV
net charge = 0
SMILES string = O.O.O.O.O.O.O.O.O
orbital gap = 9.759 eV

These are the Mulliken partial charges, in e, on atoms 1 to 4: O -0.71; H 0.30; H 0.32; O -0.67



Most stable of them? arrangement Q.